w.
The following is a quantum chemistry calculation of 9 unconnected molecules or ions with the total composition C9H36O9, from the Open Molecules 2025 dataset.

Charge = 0
HOMO = -10.12 eV
Multiplicity = 1
LUMO energy = 0.3 eV
Orbital gap = 10.4679 eV

Geometry (Å):
C: -5.129 -3.274 -4.579
O: -5.162 -4.713 -4.606
H: -5.595 -2.997 -3.633
H: -4.107 -2.968 -4.801
H: -5.641 -2.907 -5.469
H: -4.322 -5.093 -4.337
C: -15.650 8.136 -3.768
O: -14.721 7.110 -3.417
H: -16.252 7.904 -4.647
H: -16.330 8.399 -2.958
H: -15.185 9.067 -4.092
H: -13.968 7.544 -3.008
C: -7.258 10.794 -4.559
O: -7.436 9.456 -4.262
H: -6.359 11.003 -5.139
H: -8.194 11.056 -5.052
H: -7.238 11.464 -3.699
H: -8.046 9.385 -3.525
C: -9.732 7.408 0.263
O: -10.184 8.611 -0.382
H: -8.657 7.256 0.170
H: -9.835 7.397 1.348
H: -10.194 6.528 -0.184
H: -9.992 9.347 0.204
C: -8.579 9.557 -10.081
O: -8.825 8.603 -9.061
H: -9.314 9.583 -10.885
H: -8.597 10.620 -9.842
H: -7.587 9.368 -10.492
H: -8.051 8.523 -8.498
C: -10.785 -2.978 -0.460
O: -11.079 -2.953 -1.794
H: -11.679 -3.149 0.140
H: -9.966 -3.666 -0.249
H: -10.441 -2.040 -0.026
H: -11.176 -3.856 -2.107
C: -9.216 2.533 -4.722
O: -7.972 3.172 -4.471
H: -9.187 1.452 -4.581
H: -9.909 2.966 -4.000
H: -9.582 2.792 -5.715
H: -8.021 4.033 -4.892
C: -2.030 6.658 -8.330
O: -1.824 7.915 -8.742
H: -2.426 6.008 -9.110
H: -1.160 6.199 -7.859
H: -2.789 6.706 -7.549
H: -0.981 7.891 -9.200
C: -15.369 1.320 -2.844
O: -14.494 0.958 -1.899
H: -14.900 1.904 -3.635
H: -16.106 0.567 -3.122
H: -15.983 2.094 -2.383
H: -13.873 0.302 -2.225

Population analysis type Löwdin, resulting atomic charges in e: C -0.14; O -0.15; H 0.08; H 0.07; H 0.07; H 0.06; C -0.17; O -0.11; H 0.07; H 0.07; H 0.07; H 0.07; C -0.20; O -0.11; H 0.08; H 0.08; H 0.07; H 0.08; C -0.16; O -0.13; H 0.07; H 0.07; H 0.08; H 0.07; C -0.18; O -0.11; H 0.08; H 0.07; H 0.07; H 0.07; C -0.22; O -0.10; H 0.08; H 0.08; H 0.08; H 0.08; C -0.16; O -0.13; H 0.08; H 0.07; H 0.07; H 0.07; C -0.24; O -0.09; H 0.08; H 0.08; H 0.08; H 0.09; C -0.24; O -0.09; H 0.08; H 0.08; H 0.08; H 0.09

x.
The following is a quantum chemistry calculation of 9 unconnected molecules or ions with the total composition C9H36O9, from the Open Molecules 2025 dataset.

Charge = 0
HOMO = -9.62 eV
Multiplicity = 1
LUMO energy = 0.8 eV
Orbital gap = 10.3701 eV

Geometry (Å):
C: -1.015 -2.801 1.468
O: -1.472 -1.872 0.453
H: -0.797 -2.296 2.410
H: -1.674 -3.732 1.648
H: -0.072 -3.214 1.125
H: -2.331 -1.484 0.638
C: -1.828 -0.641 -2.533
O: -0.662 -1.443 -2.400
H: -2.538 -0.898 -1.733
H: -1.779 0.451 -2.585
H: -2.245 -0.957 -3.475
H: -0.747 -1.862 -1.558
C: 2.213 -2.940 -0.922
O: 1.849 -1.834 -0.155
H: 3.139 -2.730 -1.494
H: 2.548 -3.652 -0.143
H: 1.563 -3.464 -1.639
H: 1.546 -1.136 -0.738
C: -5.403 -0.709 0.626
O: -3.943 -0.617 0.627
H: -5.761 -0.665 1.659
H: -5.892 0.074 0.115
H: -5.778 -1.628 0.231
H: -3.771 0.347 0.920
C: -0.018 2.427 2.219
O: -0.577 1.576 1.219
H: 1.005 2.117 2.624
H: -0.041 3.454 1.981
H: -0.714 2.213 3.057
H: 0.051 0.933 0.862
C: 5.037 0.809 -1.491
O: 3.942 1.348 -0.724
H: 5.775 1.532 -1.786
H: 5.549 0.024 -0.935
H: 4.722 0.402 -2.475
H: 3.914 0.859 0.136
C: 3.271 0.165 2.697
O: 3.919 -0.321 1.555
H: 2.178 0.391 2.465
H: 3.261 -0.541 3.521
H: 3.725 1.092 3.023
H: 3.286 -1.018 1.193
C: -3.612 2.183 -0.459
O: -3.325 2.004 0.911
H: -3.338 3.175 -0.751
H: -3.023 1.464 -0.979
H: -4.608 1.882 -0.626
H: -2.404 1.983 1.155
C: 0.882 1.648 -2.067
O: 1.416 1.160 -0.822
H: 1.653 1.599 -2.838
H: -0.017 1.066 -2.362
H: 0.488 2.717 -1.952
H: 2.452 1.361 -0.896

Population analysis type Löwdin, resulting atomic charges in e: C -0.13; O -0.14; H 0.07; H 0.10; H 0.05; H 0.02; C -0.16; O -0.11; H 0.07; H 0.05; H 0.07; H 0.02; C -0.17; O -0.13; H 0.08; H 0.09; H 0.09; H 0.05; C -0.10; O -0.18; H 0.08; H 0.05; H 0.07; H 0.07; C -0.12; O -0.15; H 0.08; H 0.06; H 0.09; H 0.06; C -0.10; O -0.14; H 0.07; H 0.08; H 0.09; H 0.06; C -0.15; O -0.14; H 0.08; H 0.08; H 0.08; H 0.10; C -0.11; O -0.13; H 0.09; H 0.06; H 0.07; H 0.04; C -0.13; O -0.21; H 0.08; H 0.04; H 0.09; H 0.05

Most stable pick: x. Distance to second place: 210.8 kJ/mol.

w.
The following is a quantum chemistry calculation of a single H3N3O2 molecule, from the Open Molecules 2025 dataset.

Charge = 0
HOMO = -9.20 eV
Multiplicity = 1
LUMO energy = 0.7 eV
Orbital gap = 9.8551 eV

Geometry (Å):
N: 0.865 0.850 0.084
N: -1.306 0.256 -0.143
N: -0.053 -0.076 -0.011
O: 0.089 -1.316 0.128
O: 2.090 0.258 0.082
H: -1.574 1.203 -0.410
H: -1.967 -0.454 0.405
H: 1.855 -0.721 -0.136

Population analysis type Löwdin, resulting atomic charges in e: N 0.04; N 0.09; N -0.46; O -0.05; O -0.05; H 0.12; H 0.19; H 0.12

x.
The following is a quantum chemistry calculation of a single H3N3O2 molecule, from the Open Molecules 2025 dataset.

Charge = 0
HOMO = -9.60 eV
Multiplicity = 1
LUMO energy = 0.6 eV
Orbital gap = 10.2042 eV

Geometry (Å):
N: -0.517 0.155 0.486
N: 0.960 -0.048 -0.341
N: -1.310 0.034 -0.441
O: -0.557 0.292 1.662
O: 0.823 -0.417 -1.541
H: 1.274 -0.733 0.347
H: 1.590 0.675 -0.046
H: -2.262 0.041 -0.125

Population analysis type Löwdin, resulting atomic charges in e: N -0.36; N -0.13; N 0.17; O 0.04; O -0.11; H 0.15; H 0.15; H 0.09

Most stable pick: w. Distance to second place: 127.0 kJ/mol.

w.
The following is a quantum chemistry calculation of 2 unconnected molecules or ions with the total composition C3H9N3, from the Open Molecules 2025 dataset.

Charge = 0
HOMO = -9.10 eV
Multiplicity = 1
LUMO energy = 1.0 eV
Orbital gap = 10.0961 eV

Geometry (Å):
C: -0.022 -0.785 -1.578
C: -1.502 -2.171 -0.463
N: -1.281 -1.003 -0.861
H: 0.743 -1.263 -0.959
H: 0.027 -1.195 -2.582
H: 0.094 0.295 -1.619
H: -2.457 -2.342 0.030
H: -0.736 -2.949 -0.573
N: 1.570 1.776 0.598
C: 0.461 1.760 1.366
N: 0.278 0.926 2.313
H: 1.582 2.355 -0.221
H: 2.164 0.964 0.625
H: -0.245 2.590 1.288
H: -0.677 1.042 2.635

Population analysis type Löwdin, resulting atomic charges in e: C -0.15; C -0.09; N -0.10; H 0.07; H 0.07; H 0.05; H 0.06; H 0.08; N 0.07; C -0.42; N 0.04; H 0.08; H 0.09; H 0.11; H 0.02

x.
The following is a quantum chemistry calculation of a single C3H9N3 molecule, from the Open Molecules 2025 dataset.

Charge = 0
HOMO = -8.73 eV
Multiplicity = 1
LUMO energy = 1.0 eV
Orbital gap = 9.7142 eV

Geometry (Å):
C: 1.955 -0.536 -0.535
C: 1.095 0.501 0.422
C: -1.293 -0.232 0.166
H: 1.332 -0.794 -1.454
H: 2.824 0.053 -0.906
H: 2.262 -1.449 0.095
H: 0.634 1.421 -0.143
H: 1.754 0.988 1.343
H: 0.120 -1.148 1.249
H: -2.604 1.136 -0.740
H: -1.453 1.803 0.281
H: -2.930 -1.210 -0.331
N: -0.099 -0.226 0.876
N: -1.667 1.027 -0.330
N: -1.928 -1.335 0.006

Population analysis type Löwdin, resulting atomic charges in e: C -0.09; C -0.25; C -0.60; H 0.08; H 0.05; H 0.08; H 0.11; H 0.14; H 0.12; H 0.10; H 0.08; H 0.05; N -0.04; N 0.09; N 0.08

Most stable pick: x. Distance to second place: 72.7 kJ/mol.

w.
The following is a quantum chemistry calculation of 2 unconnected molecules or ions with the total composition C3H9N3, from the Open Molecules 2025 dataset.

Charge = 0
HOMO = -8.46 eV
Multiplicity = 1
LUMO energy = 0.4 eV
Orbital gap = 8.8637 eV

Geometry (Å):
C: 1.792 0.865 -0.579
C: 4.112 0.500 -0.881
N: 3.229 0.931 -0.027
H: 1.476 0.568 -1.652
H: 1.470 1.841 -0.247
H: 1.205 0.348 0.205
H: 3.959 0.914 -1.904
H: 4.789 -0.387 -0.664
N: -2.858 -1.710 1.139
C: -3.194 -0.397 0.933
N: -4.036 -0.170 -0.030
H: -3.319 -2.475 0.646
H: -2.119 -1.811 1.802
H: -2.950 0.385 1.774
H: -3.555 0.597 -0.514

Population analysis type Löwdin, resulting atomic charges in e: C -0.15; C -0.10; N -0.10; H 0.10; H 0.04; H 0.06; H 0.06; H 0.09; N 0.06; C -0.40; N -0.01; H 0.11; H 0.07; H 0.14; H 0.03

x.
The following is a quantum chemistry calculation of a single C3H9N3 molecule, from the Open Molecules 2025 dataset.

Charge = 0
HOMO = -7.90 eV
Multiplicity = 1
LUMO energy = 0.9 eV
Orbital gap = 8.8523 eV

Geometry (Å):
C: -0.742 -0.736 0.432
C: -0.411 0.401 -0.394
C: 1.368 0.045 -0.199
N: 2.081 1.014 0.445
N: -2.415 -0.286 0.296
N: 1.987 -0.943 -0.721
H: 3.082 0.990 0.280
H: 1.697 1.946 0.478
H: 1.356 -1.686 -1.019
H: -2.777 0.417 0.938
H: -2.926 -0.465 -0.566
H: -0.679 -1.712 -0.038
H: -0.501 -0.689 1.489
H: -0.547 1.388 0.042
H: -0.571 0.315 -1.464

Population analysis type Löwdin, resulting atomic charges in e: C -0.16; C -0.14; C -0.46; N 0.08; N -0.05; N 0.08; H 0.09; H 0.08; H 0.03; H 0.03; H 0.03; H 0.10; H 0.11; H 0.09; H 0.10

Most stable pick: x. Distance to second place: 161.2 kJ/mol.

w.
The following is a quantum chemistry calculation of 2 unconnected molecules or ions with the total composition C3H5O2, from the Open Molecules 2025 dataset.

Charge = +1
HOMO (alpha / beta) = -15.21 / -13.25 eV
Multiplicity = 1
LUMO energy (alpha / beta) = -5.5 / -6.5 eV
Orbital gap (alpha / beta) = 9.6596 / 6.7401 eV

Geometry (Å):
C: 1.434 1.033 1.180
C: 0.215 -1.052 0.925
C: -1.358 -0.191 -1.640
O: -0.435 -1.994 1.002
O: 1.068 -0.221 0.926
H: 2.405 1.321 0.822
H: 0.822 1.647 1.817
H: -2.009 -1.022 -1.456
H: -0.506 -0.308 -2.283
H: -1.636 0.787 -1.292

Population analysis type Löwdin, resulting atomic charges in e: C 0.19; C -0.13; C 0.11; O 0.39; O 0.21; H 0.12; H 0.12; H 0.00; H 0.00; H 0.00

x.
The following is a quantum chemistry calculation of 2 unconnected molecules or ions with the total composition C3H5O2, from the Open Molecules 2025 dataset.

Charge = +1
HOMO = -16.81 eV
Multiplicity = 1
LUMO energy = -5.1 eV
Orbital gap = 11.7541 eV

Geometry (Å):
C: -1.588 0.528 1.300
C: 0.757 0.492 0.099
C: 1.215 -0.487 -0.756
O: 0.940 1.325 0.857
O: -1.125 0.150 0.271
H: -2.575 0.477 1.559
H: -0.891 1.067 1.992
H: 1.078 -1.304 -0.036
H: 2.185 -0.509 -1.038
H: 0.510 -0.757 -1.525

Population analysis type Löwdin, resulting atomic charges in e: C 0.07; C -0.17; C 0.09; O 0.30; O 0.08; H 0.10; H 0.14; H 0.16; H 0.10; H 0.14

Most stable pick: x. Distance to second place: 427.0 kJ/mol.